Record 1
ORCA calculation (ωB97M-V/def2-TZVPD) on a cluster of 20 separate species, H41O20 in total.

Calculated values
Kohn-Sham gap   9.6470 eV
Total charge   +1
Energy above the lowest of the compared OMol25 structures with the same formula, charge and spin   768.0 kJ/mol
Spin multiplicity   1
LUMO level   -3.3087 eV
Energy   -41603.8632 eV
Largest force on an atom   15.11 eV Å⁻¹

```
61
Properties=species:S:1:pos:R:3:forces:R:3
O -1.89227 1.64282 2.03196 -3.035 -3.180 -0.635
H 0.99873 6.21087 0.86811 0.004 2.576 -0.066
O 3.96477 -3.14152 -0.10717 -2.787 1.035 2.590
H 3.14278 -2.97318 0.56432 3.016 -0.767 -2.512
H 1.07540 -5.50539 -2.43965 0.368 -0.504 0.071
O 0.02122 1.39517 0.77363 0.325 1.708 -3.281
H -0.01160 1.42293 -0.27094 -0.382 -0.394 2.332
H 0.52409 0.63670 0.94735 1.473 -2.210 0.013
O 4.10829 -0.76547 1.27238 -8.486 -3.465 0.621
H 4.87352 -1.01824 1.53344 8.073 -2.240 2.848
H 0.07877 2.84545 -3.36192 -1.538 1.917 -2.080
O -0.39770 -5.14949 1.25953 -4.216 0.566 0.708
H -1.18275 -0.59951 3.86210 -1.063 -0.660 -0.226
H 4.12093 -0.00650 0.86015 0.568 6.209 -3.196
O -1.83249 -0.50457 3.13197 -1.201 -0.077 0.317
H 2.78600 0.42717 -3.24850 -3.221 0.764 0.517
H 0.27930 -5.68963 1.54819 2.597 -0.884 0.176
O 0.84768 -1.05517 -0.28022 0.837 7.056 0.043
H 0.22852 4.99282 0.72940 -2.091 -0.549 -0.375
H 2.06245 1.58131 -2.48486 -0.834 -1.381 -0.878
O -3.39238 -0.16968 0.46967 -0.467 -2.681 0.258
H -4.26085 -0.57463 0.81160 1.737 1.109 -0.767
H -2.86988 -1.00121 0.19399 -1.024 1.923 0.590
O 2.16120 1.58758 4.28898 1.304 0.153 1.036
H 1.72174 1.67950 3.45768 0.004 0.429 -0.838
H -0.34398 -4.40325 0.67089 1.813 -0.069 -0.186
O -2.30318 -4.69329 -1.21762 -0.436 -3.252 4.254
H -1.50803 -4.54864 -0.64574 -0.644 0.002 -1.118
H -2.63302 -5.47083 -0.50738 0.550 2.783 -3.210
O -3.28409 3.36605 -2.43885 -11.475 2.657 9.463
H -2.69174 3.32033 -2.97830 10.949 -1.329 -9.707
H 1.73080 -0.59039 -0.20307 -1.314 -2.175 -0.398
O -1.32431 -2.60606 4.47257 -3.555 1.997 -0.351
H -0.62196 -2.81191 4.98867 3.351 -1.317 2.393
H -1.23729 -3.00633 3.64215 0.479 -1.186 -1.722
O 1.46379 3.09525 -1.09988 0.103 1.305 0.378
H 1.07323 3.05749 -0.22764 -0.040 -0.911 0.727
H 1.71068 4.03998 -0.97812 0.295 -0.320 -0.918
O -1.24304 4.64034 -0.86162 -0.141 -3.410 0.612
H 4.46068 -2.31921 0.07813 -0.396 -0.682 -0.361
H -2.19428 4.27548 -0.92344 2.183 0.651 0.043
O 1.09155 5.29561 0.89571 1.961 -1.982 0.344
H -3.65023 4.27699 -2.60451 0.163 -1.402 0.390
H -2.17698 0.98796 2.79940 0.911 0.902 -0.573
O -0.31669 3.47719 -4.08677 3.255 -1.724 1.376
H -0.77392 0.57752 -2.77812 0.731 -0.449 -0.505
H -1.22956 3.55057 -3.92948 -1.400 0.014 0.394
O -0.99262 1.32625 -2.23365 3.515 1.035 -0.524
H -1.81362 1.13258 -1.93044 -4.228 -0.620 1.492
H -0.66388 3.76601 -0.79119 -1.944 2.726 -0.734
O 1.81407 0.74691 -3.00244 3.972 0.686 0.472
H -0.94792 1.25972 1.78308 -1.181 1.384 -0.586
H 0.74975 -1.94041 -0.20788 0.834 -4.700 0.346
O 1.48121 -4.69240 -2.75683 1.036 -0.670 2.890
H -2.49099 1.01508 1.30711 1.405 1.920 1.509
H 0.98372 -4.51665 -3.49625 -1.599 0.855 -3.200
O 0.10066 -3.55222 -0.69903 -2.420 1.718 -1.915
H 0.41449 -3.97210 -1.51851 1.631 -0.605 0.015
H -0.66833 -3.12362 -1.20832 1.156 -0.156 1.542
H -2.68789 -0.97659 3.33902 1.846 0.413 0.333
H 3.03793 2.04523 4.25097 -1.330 -0.541 -0.228
```
Forces are in eV/Å.

Charges computed using Löwdin, reported in e: 0.05 0.03 -0.13 0.10 0.07 -0.02 0.12 0.02 0.10 -0.04 0.06 -0.03 0.09 -0.02 -0.06 0.11 0.01 -0.03 -0.02 0.03 -0.07 0.13 0.12 -0.06 -0.01 -0.04 -0.15 -0.04 0.16 0.06 -0.16 0.08 0.03 0.01 0.02 -0.06 -0.01 0.08 -0.12 -0.01 0.06 0.00 0.12 0.10 -0.06 0.07 -0.04 0.01 -0.01 0.05 -0.13 0.05 -0.07 0.02 0.17 0.02 -0.10 0.03 0.12 0.12 0.07



Record 2
ORCA calculation (ωB97M-V/def2-TZVPD) on a cluster of 12 separate species, C16H56N12O12 in total.

Calculated values
Kohn-Sham gap   7.7954 eV
Total charge   0
Energy above the lowest of the compared OMol25 structures with the same formula, charge and spin   962.1 kJ/mol
SMILES   NC(N)=O.NC(N)=O.NC(N)=O.NC(N)=O.NC(N)=O.NC(N)=O.CCO.CCO.CCO.CCO.CO.CO
Spin multiplicity   1
LUMO level   -0.6249 eV
Energy   -59946.5394 eV
Largest force on an atom   10.22 eV Å⁻¹

```
96
Properties=species:S:1:pos:R:3:forces:R:3
N 1.44324 0.98311 20.80918 -2.053 0.157 3.304
C 2.43488 1.28661 20.01312 0.917 5.521 0.558
N 2.65110 0.22716 19.25670 4.915 -0.208 -2.743
O 2.96242 2.55116 19.86041 -2.231 -6.645 0.375
H 1.26385 1.62589 21.58599 0.023 -0.199 -0.284
H 0.97253 0.04785 20.85465 1.052 1.299 -0.026
H 3.48227 0.42869 18.69918 -0.290 -0.654 -0.333
H 2.53538 -0.75092 19.48435 0.059 0.306 0.754
N -0.56879 1.09330 18.71837 -0.638 2.196 2.935
C -0.49974 0.31824 17.66029 -7.525 1.682 -4.266
N 0.66224 -0.19115 17.66248 5.621 -4.736 -5.034
O -1.52211 0.20777 16.69802 5.450 0.333 4.691
H -1.36084 1.73906 18.80635 0.240 -0.695 0.297
H 0.27702 1.16368 19.37257 -2.572 0.291 -1.719
H 1.01095 -0.49512 16.67183 -0.891 0.376 2.735
H 1.40100 0.02929 18.36681 -1.467 0.015 -1.777
N -0.23704 1.23999 23.74055 -1.939 1.716 -3.079
C 0.22623 0.32881 24.55456 2.105 -7.739 1.633
N 1.08167 0.85457 25.41772 0.778 1.424 1.514
O 0.12301 -1.03033 24.55947 -0.802 6.108 -0.746
H -0.96267 0.95308 23.11292 -0.168 -0.324 -0.267
H 0.28802 2.08472 23.42818 -0.160 -0.947 0.931
H 1.30895 0.29166 26.22857 0.109 0.220 -0.378
H 1.03522 1.88393 25.49476 0.537 -0.764 0.496
N -4.17482 3.94166 20.26831 -2.563 4.014 3.269
C -3.96824 2.76041 19.82825 6.256 -3.177 -4.426
N -4.99861 1.95246 19.93539 -1.318 -4.911 -0.352
O -2.78181 2.48977 19.19442 -6.065 1.362 2.947
H -3.43884 4.55926 20.11249 1.182 1.192 0.005
H -4.94819 4.23150 20.95346 1.721 -0.779 -1.802
H -4.92718 0.92037 19.58621 0.139 2.884 0.977
H -5.62550 2.09328 20.72576 0.120 -0.118 -0.574
N 0.33000 9.05067 20.98828 2.863 3.406 -1.632
C -0.10663 8.34606 21.97013 3.983 2.373 9.108
N -0.99450 7.56837 21.60944 -7.235 -5.878 -1.988
O 0.31939 8.46486 23.26792 -1.789 -0.418 -6.017
H 0.82411 9.84273 21.36412 0.335 0.543 -0.885
H -0.06884 8.99477 20.06723 0.031 0.543 0.071
H -1.57306 7.13415 22.32281 0.397 -0.100 -0.225
H -1.44440 7.63903 20.66556 0.732 -0.187 1.545
N 3.91877 4.95437 23.36355 2.687 -3.817 1.083
C 3.16554 5.82052 23.95065 -1.505 -1.273 6.877
N 2.58404 6.66806 23.16110 -2.041 2.055 -0.296
O 2.95469 5.66421 25.33015 0.788 1.638 -5.798
H 4.32851 4.18202 23.90890 -0.369 1.128 -0.037
H 4.03290 4.85036 22.38661 -0.169 0.502 -1.416
H 1.74353 7.11012 23.49651 0.022 0.650 0.447
H 2.64706 6.74058 22.14849 0.749 -0.317 0.117
C -0.87141 3.38458 26.40026 0.160 1.558 -1.869
C -0.16228 4.38615 25.45325 -0.303 -3.471 0.117
O 1.12973 3.91366 25.44880 0.836 -2.526 -0.834
H -1.86918 3.62877 26.46072 -2.594 0.836 0.576
H -0.44650 3.43841 27.37457 0.554 -0.474 0.551
H -0.94480 2.43902 25.89049 0.785 -0.620 0.425
H -0.00882 5.34067 25.75166 -1.009 3.366 1.330
H -0.54272 4.38620 24.42815 -0.558 -0.065 -0.137
H 1.70942 4.65530 25.55665 1.817 1.116 -0.063
C -0.66885 3.64917 21.50924 -0.069 -1.010 -3.379
C 0.74864 4.08910 21.81813 -1.452 2.010 -2.589
O 1.42340 3.14572 22.49548 1.921 -1.200 2.175
H -1.27646 4.54243 21.17516 0.528 -1.091 0.447
H -1.18556 3.03964 22.23687 -0.098 0.417 0.653
H -0.60857 2.92734 20.59093 -0.436 1.392 1.521
H 0.63214 5.00536 22.35873 0.484 0.734 0.634
H 1.29832 4.30720 20.84831 -0.761 -0.027 0.859
H 2.15635 3.59198 22.97461 -0.341 -0.619 -0.077
C -3.81482 3.99118 24.05360 -1.020 1.543 -1.579
C -3.90450 2.60072 23.52366 1.745 -1.371 0.703
O -2.99900 1.82058 24.38760 -1.574 -0.082 -1.226
H -4.17959 4.08809 25.02884 -0.867 -0.194 1.557
H -4.34371 4.78874 23.46118 0.418 -0.764 0.237
H -2.78880 4.29534 24.16076 0.650 0.079 -0.423
H -3.65914 2.51618 22.45680 0.637 0.176 0.166
H -4.80000 2.01386 23.57888 -1.029 0.389 0.529
H -2.15783 2.25993 24.37960 0.758 0.219 0.014
C 0.07143 4.40673 17.96765 -0.270 -2.179 -0.202
C 0.84379 3.49235 16.92145 -1.865 1.415 1.268
O 1.43672 4.43293 16.04600 0.921 -0.119 -1.075
H -0.49133 3.79073 18.67518 -0.154 0.113 -0.218
H -0.58624 5.17823 17.56791 -0.011 -0.376 -0.633
H 0.78645 4.90728 18.54282 1.263 0.801 0.894
H 0.06060 2.87695 16.40634 1.027 0.575 -0.060
H 1.56497 2.81234 17.42097 -0.318 0.484 -0.204
H 2.20631 4.89970 16.42594 -0.709 -0.715 0.077
C 5.60448 4.01969 21.01438 -1.055 -0.936 0.245
O 4.32107 4.72462 20.76091 0.998 -1.159 0.196
H 5.55972 2.94575 21.46477 -0.411 2.025 -0.580
H 6.38003 4.61334 21.49529 -0.834 0.425 0.822
H 6.01106 3.96431 20.06360 0.922 -0.859 -2.020
H 3.76207 4.10881 20.21478 0.734 0.301 0.772
C 2.45232 6.76567 19.32615 0.606 1.043 0.553
O 2.65092 7.64504 20.44819 -0.269 -0.266 -0.919
H 2.19548 5.81937 19.70666 -0.056 -1.367 0.174
H 3.35062 6.77458 18.76102 1.032 -0.488 -0.319
H 1.71114 7.05224 18.60593 -0.889 0.649 -0.057
H 1.84065 8.16009 20.49491 0.138 0.264 0.405
```
Forces are in eV/Å.

Charges computed using Löwdin, reported in e: 0.16 -0.53 0.13 -0.08 0.08 0.17 0.15 0.15 0.14 -0.65 0.12 -0.16 0.03 0.08 0.17 0.01 0.14 -0.62 0.16 -0.12 0.11 0.08 0.12 0.07 0.17 -0.63 0.16 -0.11 0.08 0.17 0.19 0.11 0.16 -0.69 0.19 -0.08 0.15 0.14 0.14 0.16 0.17 -0.56 0.21 -0.14 0.15 0.02 0.07 0.08 -0.04 -0.28 -0.11 0.03 0.09 0.04 0.09 0.09 -0.01 -0.06 -0.35 -0.10 0.08 0.04 0.08 0.09 0.11 0.11 -0.08 -0.26 -0.09 0.06 0.08 0.05 0.08 0.11 0.00 -0.06 -0.26 -0.10 0.03 0.08 0.00 0.12 0.09 0.09 -0.10 -0.19 0.12 0.08 0.04 0.05 -0.12 -0.12 0.02 0.08 0.08 0.01



Question: Which of these has the highest largest force on an atom?
Answer: H41O20



Question: Which formula does entry 2 have?
Answer: C16H56N12O12



Question: Among the records above, which one has the highest total charge?
Answer: H41O20